Molecular formula: C25H31NO3
Method: DFT, ωB97M-V/def2-TZVPD

Atoms and positions in Å:
C: 3.766 3.462 -1.310
C: 2.727 2.417 -0.925
C: 1.390 2.659 -1.628
C: 0.377 1.597 -1.272
C: -1.095 1.862 -1.335
C: -0.444 1.597 0.000
C: -0.363 2.761 0.980
C: -1.703 3.459 1.246
C: -2.796 2.527 1.753
C: -0.626 0.225 0.687
N: -1.721 -0.546 0.148
C: -2.691 -1.064 0.940
O: -2.713 -0.906 2.145
C: -3.755 -1.815 0.210
C: -5.052 -1.751 0.710
C: -6.079 -2.428 0.081
C: -5.817 -3.190 -1.046
C: -4.525 -3.277 -1.536
C: -3.496 -2.592 -0.914
C: 0.682 -0.540 0.668
C: 0.875 -1.661 -0.131
C: 2.094 -2.312 -0.164
C: 3.153 -1.844 0.607
C: 4.481 -2.498 0.602
O: 5.436 -2.109 1.229
O: 4.519 -3.586 -0.186
C: 5.763 -4.267 -0.233
C: 2.964 -0.728 1.419
C: 1.742 -0.090 1.450
H: 4.708 3.268 -0.803
H: 3.427 4.459 -1.035
H: 3.945 3.447 -2.383
H: 2.575 2.433 0.155
H: 3.094 1.422 -1.186
H: 1.013 3.651 -1.374
H: 1.547 2.641 -2.710
H: 0.695 0.614 -1.605
H: -1.754 1.137 -1.787
H: -1.403 2.879 -1.529
H: 0.335 3.511 0.608
H: 0.031 2.399 1.931
H: -2.050 3.947 0.333
H: -1.529 4.244 1.986
H: -2.482 2.006 2.654
H: -3.052 1.786 1.001
H: -3.693 3.097 1.985
H: -0.904 0.390 1.734
H: -1.761 -0.695 -0.846
H: -5.233 -1.162 1.597
H: -7.084 -2.366 0.470
H: -6.617 -3.723 -1.538
H: -4.317 -3.885 -2.405
H: -2.489 -2.695 -1.294
H: 0.065 -2.044 -0.733
H: 2.232 -3.181 -0.788
H: 5.620 -5.118 -0.895
H: 6.543 -3.608 -0.618
H: 6.050 -4.602 0.766
H: 3.790 -0.381 2.020
H: 1.605 0.767 2.092

* highest occupied orbital energy: -9.3 eV
* relative energy (zero: lowest compared OMol25 entry of this formula, charge and spin): 0.367 eV
* multiplicity: 1
* energy: -1251.733739 a.u.
* SMILES: CCC[C@@H]1C[C@@]1(CCC)[C@@H](NC(=O)c1ccccc1)c1ccc(C(=O)OC)cc1
* LUMO: 0.021 Ha
* HOMO-LUMO gap: 9.92 eV